[1]
ORCA calculation (ωB97M-V with the def2-TZVPD basis set) on C3H3Cl2NO in the gas phase.

Properties
SMILES: CC(=O)N=C(Cl)Cl
Total energy in a.u.: -1166.44722
M in g mol⁻¹: 140.0
Orbital gap in eV: 9.1
Lowest unoccupied orbital energy in eV: -0.82
ΔE to the lowest compared entry with this formula, charge and spin in kcal per mole: 24.33
Net charge: 0

Bonds (Å) are listed after each position.
Element x y z (Å)
1 C -0.25197 0.14714 0.52117  C3 1.555, N4 1.371, O5 1.215
2 C 0.69986 1.11984 -1.50894  N4 1.401, Cl6 1.661, Cl7 1.726
3 C -0.62046 -1.24666 1.10331  C1 1.555, H8 1.097, H9 1.047, H10 1.100
4 N 0.42416 0.03521 -0.66586  C1 1.371, C2 1.401
5 O -0.18408 1.18859 1.14404  C1 1.215
6 Cl 1.95771 1.01155 -2.58872  C2 1.661
7 Cl -0.24747 2.55245 -1.68339  C2 1.726
8 H 0.28972 -1.53549 1.64397  C3 1.097
9 H -1.37579 -1.37734 1.81631  C3 1.047
10 H -0.69168 -1.89529 0.21810  C3 1.100

---

[2]
ORCA calculation (ωB97M-V with the def2-TZVPD basis set) on C3H3Cl2NO2 in the gas phase.

Properties
SMILES: CC(=C(Cl)Cl)[N+](=O)[O-]
Total energy in a.u.: -1241.58875
M in g mol⁻¹: 156.0
Orbital gap in eV: 9.7
Lowest unoccupied orbital energy in eV: -0.59
ΔE to the lowest compared entry with this formula, charge and spin in kcal per mole: 80.58
Net charge: 0

Bonds (Å) are listed after each position.
Element x y z (Å)
1 C -0.06974 0.09562 -0.14511  C2 1.307, C3 1.558, N4 1.409
2 C -0.46361 1.26805 0.27845  C1 1.307, Cl7 1.707, Cl8 1.712
3 C 1.00308 -0.69831 0.65785  C1 1.558, H9 1.148, H10 1.148, H11 1.112
4 N -0.63780 -0.47415 -1.30201  C1 1.409, O5 1.213, O6 1.197
5 O -0.61919 -1.68468 -1.23091  N4 1.213
6 O -1.03616 0.17891 -2.22300  N4 1.197
7 Cl -1.69367 2.28429 -0.32917  C2 1.707
8 Cl -0.05943 1.74437 1.87188  C2 1.712
9 H 0.60781 -0.97753 1.69864  C3 1.148
10 H 1.91743 -0.02023 0.50934  C3 1.148
11 H 1.05128 -1.71633 0.21404  C3 1.112

---

[3]
ORCA calculation (ωB97M-V with the def2-TZVPD basis set) on C3H3Cl2NO2S in the gas phase.

Properties
Total energy in a.u.: -1639.76286
M in g mol⁻¹: 188.0
Orbital gap (alpha / beta) in eV: 7.9 / 7.4
Lowest unoccupied orbital energy (alpha / beta) in eV: -1.46 / -1.70
ΔE to the lowest compared entry with this formula, charge and spin in kcal per mole: 67.66
Net charge: 0

Bonds (Å) are listed after each position.
Element x y z (Å)
1 C -0.25466 -1.10542 1.74127  C2 1.459, N4 1.401, O5 1.216
2 C 1.04078 -1.54336 1.23213  C1 1.459, Cl8 1.713, H10 1.105
3 C -0.94991 0.03069 -1.28230  S7 1.797, Cl9 1.693, H11 1.109
4 N -0.66878 0.15222 1.28196  C1 1.401, S7 1.760, H12 1.041
5 O -1.05385 -1.80132 2.33815  C1 1.216
6 O 1.18667 0.90994 -0.15694  S7 1.391
7 S -0.18423 1.13898 -0.09302  C3 1.797, N4 1.760, O6 1.391
8 Cl 1.69463 -3.05190 1.71336  C2 1.713
9 Cl -2.22563 0.60572 -2.23451  C3 1.693
10 H 1.58097 -1.17273 0.34173  C2 1.105
11 H -1.11942 -0.97809 -0.85296  C3 1.109
12 H -1.59301 0.27345 1.74552  N4 1.041

---

[4]
ORCA calculation (ωB97M-V with the def2-TZVPD basis set) on a 2-piece molecular cluster, C3H3Cl2NO2S overall.

Properties
Total energy in a.u.: -1639.84273
M in g mol⁻¹: 188.0
Orbital gap (alpha / beta) in eV: 8.3 / 8.3
Lowest unoccupied orbital energy (alpha / beta) in eV: -0.42 / -0.42
ΔE to the lowest compared entry with this formula, charge and spin in kcal per mole: 17.54
Net charge: 0

Bonds (Å) are listed after each position.
Element x y z (Å)
1 C -0.36481 -1.51177 0.42354  N4 1.193, O5 1.157
2 C -0.68264 1.26873 0.45422  S7 1.681, Cl8 1.716, Cl9 1.707
3 C 1.57122 -0.54847 -0.76418  N4 1.420, H10 1.090, H11 1.092, H12 1.091
4 N 0.34370 -0.68370 -0.06283  C1 1.193, C3 1.420
5 O -1.22084 -2.04588 0.98976  C1 1.157
6 O -3.15575 0.64762 0.32717  S7 1.456
7 S -2.07815 0.83994 1.28659  C2 1.681, O6 1.456
8 Cl 0.66739 1.80047 1.37095  C2 1.716
9 Cl -0.74394 1.73588 -1.18672  C2 1.707
10 H 1.42355 0.15539 -1.58273  C3 1.090
11 H 2.33242 -0.15381 -0.08831  C3 1.092
12 H 1.90785 -1.50440 -1.16746  C3 1.091

---

[5]
ORCA calculation (ωB97M-V with the def2-TZVPD basis set) on an isolated ion of composition C3H3Cl2O2 and charge -1.

Properties
SMILES: O=C([O-])CC(Cl)Cl
Total energy in a.u.: -1187.01757
M in g mol⁻¹: 142.0
Orbital gap in eV: 7.7
Lowest unoccupied orbital energy in eV: 3.27
ΔE to the lowest compared entry with this formula, charge and spin in kcal per mole: 16.98
Net charge: -1

Bonds (Å) are listed after each position.
Element x y z (Å)
1 C -0.47797 -1.00644 1.14383  C2 1.625, O4 1.249, O5 1.243
2 C -0.76863 0.13148 0.02115  C1 1.625, C3 1.827, H8 1.154, H9 1.044
3 C 0.83816 0.37098 -0.81456  C2 1.827, Cl6 1.872, Cl7 1.708, H10 1.099
4 O -1.31748 -0.88143 2.05957  C1 1.249
5 O 0.53458 -1.72588 1.08771  C1 1.243
6 Cl 1.61322 1.86359 0.00645  C3 1.872
7 Cl 0.59916 0.69237 -2.47466  C3 1.708
8 H -1.50693 0.05200 -0.86161  C2 1.154
9 H -1.02185 0.99791 0.54630  C2 1.044
10 H 1.50774 -0.49458 -0.71418  C3 1.099

---

[6]
ORCA calculation (ωB97M-V with the def2-TZVPD basis set) on a 2-piece molecular cluster, C3H3Cl3IN3 overall.

Properties
Total energy in a.u.: -1958.42413
M in g mol⁻¹: 314.3
Orbital gap (alpha / beta) in eV: 6.0 / 7.1
Lowest unoccupied orbital energy (alpha / beta) in eV: -0.33 / -2.43
Multiplicity: 3
Net charge: 0

Bonds (Å) are listed after each position.
Element x y z (Å)
1 C 2.99984 -0.72936 0.49780  N6 1.230, H11 1.078, H12 1.098
2 C -1.30885 0.30337 0.42134  C3 1.445, N5 1.295, H13 1.039
3 C -1.96127 -0.48717 -0.59697  C2 1.445, Cl7 1.698, Cl8 1.846, Cl9 1.880
4 N -1.92454 2.60513 0.82452  N5 1.122
5 N -1.61632 1.53797 0.66405  C2 1.295, N4 1.122
6 N 2.33535 0.30383 0.56473  C1 1.230, I10 2.061
7 Cl -2.96586 0.47642 -1.57004  C3 1.698
8 Cl -0.67899 -1.27707 -1.66402  C3 1.846
9 Cl -2.95225 -1.93381 0.08171  C3 1.880
10 I 1.98313 1.58986 -1.00677  N6 2.061
11 H 3.31373 -1.16466 -0.43681  C1 1.078
12 H 3.14376 -1.32825 1.40630  C1 1.098
13 H -0.36772 0.10373 0.81417  C2 1.039

---

[7]
ORCA calculation (ωB97M-V with the def2-TZVPD basis set) on a 2-piece molecular cluster, C3H3Cl3S2 overall.

Properties
Total energy in a.u.: -2292.94648
M in g mol⁻¹: 209.6
Orbital gap in eV: 7.9
Lowest unoccupied orbital energy in eV: -0.66
ΔE to the lowest compared entry with this formula, charge and spin in kcal per mole: 58.97
Net charge: 0

Bonds (Å) are listed after each position.
Element x y z (Å)
1 C 0.66577 0.76900 -0.38808  S4 1.611, S5 1.668
2 C -1.10016 -0.16473 0.59936  C3 1.436, H9 1.067, H10 1.040
3 C -2.18829 0.25717 -0.23654  C2 1.436, Cl6 1.880, Cl7 1.745, Cl8 1.769
4 S 1.03326 2.28071 0.02874  C1 1.611
5 S 1.13309 -0.14407 -1.70284  C1 1.668, H11 1.367
6 Cl -3.71061 -0.08309 0.81318  C3 1.880
7 Cl -2.22093 1.97232 -0.55502  C3 1.745
8 Cl -2.28550 -0.76828 -1.67504  C3 1.769
9 H -0.84457 -1.19764 0.67307  C2 1.067
10 H -0.77050 0.49689 1.33087  C2 1.040
11 H 2.36632 0.34647 -2.02858  S5 1.367

---

[8]
ORCA calculation (ωB97M-V with the def2-TZVPD basis set) on a 2-piece molecular cluster, C3H3Cl5NOP overall.

Properties
Total energy in a.u.: -2888.38152
M in g mol⁻¹: 277.3
Orbital gap in eV: 9.2
Lowest unoccupied orbital energy in eV: -0.59
Net charge: 0

Bonds (Å) are listed after each position.
Element x y z (Å)
1 C 0.07993 -0.26984 -0.71632  C3 1.478, O5 1.151
2 C -2.45911 0.00864 -0.07774  C3 1.505, H12 1.046, H13 1.167, H14 1.201
3 C -1.03674 0.49689 -0.12503  C1 1.478, C2 1.505, Cl7 1.887, Cl8 1.831
4 N 1.89072 0.91793 -0.49478  P6 1.551
5 O 0.09366 -1.21026 -1.37992  C1 1.151
6 P 2.56286 -0.14218 0.41696  N4 1.551, Cl9 1.995, Cl10 2.034, Cl11 2.135
7 Cl -0.91260 1.88453 -1.39708  C3 1.887
8 Cl -0.69223 1.10116 1.56850  C3 1.831
9 Cl 4.46430 0.28554 0.84222  P6 1.995
10 Cl 1.89161 -0.83302 2.20879  P6 2.034
11 Cl 2.81893 -2.00523 -0.59487  P6 2.135
12 H -2.61300 -0.83043 0.52837  C2 1.046
13 H -3.12585 0.86307 0.35391  C2 1.167
14 H -2.96249 -0.26679 -1.13299  C2 1.201